ORCA calculation (wB97M-V/def2-TZVPD) on C3H6O4S2 in the gas phase in a non-equilibrium geometry.

Last column: Löwdin charge in e.
Element x y z (Å)
1 C -0.1643 -2.1114 -1.4984  0.01
2 C 0.2889 -0.2811 0.9487  -0.42
3 C 0.2276 1.1455 1.2436  -0.10
4 O -1.7011 -0.0959 -0.7054  -0.32
5 O -1.6671 -2.0133 0.8432  -0.31
6 O 2.3765 0.3787 -0.7606  -0.31
7 O 2.6937 -1.5452 0.7938  -0.34
8 S -0.9890 -1.1810 -0.0995  0.61
9 S 1.8566 -0.7281 -0.0835  0.78
10 H -0.2143 -3.1598 -1.5507  0.03
11 H -0.1494 -1.4564 -2.3149  0.02
12 H 0.3197 -0.8723 1.8203  0.08
13 H 0.1275 1.3216 2.3783  0.13
14 H -0.5588 1.6332 0.7412  0.07
15 H 1.2053 1.5623 0.9609  0.08

Summary:
* energy relative to the best compared isomer or geometry (same formula, charge and spin): 288.5 kJ/mol
* strongest force on any atom: 0.093 hartree/bohr
* LUMO energy (spin up / spin down): -0.0815 / -0.0733 Eh
* highest occupied orbital energy (spin up / spin down): -10.51 / -9.71 eV
* spin multiplicity: 1
* orbital gap (spin up / spin down): 8.291 / 7.715 eV
* DFT total energy: -1215.06399 a.u.